No. 1
162
Properties=species:S:1:pos:R:3 method="wB97M-V/def2-TZVPD" homo_lumo_gap_ev=8.4 total_charge=+5 e_tot_ev=-72021.3347
N 1.25 1.27 -1.48
O 0.61 1.55 -0.49
O 0.81 0.56 -2.40
O 2.43 1.54 -1.46
C 1.68 -5.24 -1.92
C 1.22 -3.78 -2.21
C -0.34 -3.70 -2.34
C -0.71 -2.41 -2.99
N -1.93 -2.59 -3.89
C -2.26 -1.17 -4.40
C -3.55 -0.74 -3.69
C -4.33 -1.94 -3.22
C -3.19 -2.94 -3.00
C -1.71 -3.54 -5.14
C -0.51 -3.06 -6.04
C -0.55 -3.91 -7.31
H 1.30 -5.56 -0.95
H 2.77 -5.24 -1.98
H 1.51 -5.85 -2.80
H 1.64 -3.38 -3.14
H 1.60 -3.20 -1.37
H -0.82 -3.89 -1.38
H -0.58 -4.57 -2.94
H 0.11 -2.02 -3.58
H -0.89 -1.56 -2.33
H -2.48 -1.20 -5.47
H -1.52 -0.37 -4.38
H -4.12 -0.17 -4.43
H -3.20 -0.10 -2.89
H -5.06 -2.29 -3.94
H -4.91 -1.84 -2.31
H -3.47 -3.98 -3.14
H -2.81 -3.00 -1.98
H -2.67 -3.48 -5.65
H -1.55 -4.53 -4.73
H 0.48 -3.17 -5.60
H -0.55 -1.98 -6.17
H -0.03 -3.46 -8.15
H -1.60 -4.12 -7.50
H 0.01 -4.80 -7.04
C 6.95 5.08 4.69
C 6.10 3.77 4.67
C 5.01 3.66 3.58
C 3.69 2.89 3.82
N 3.01 2.33 2.55
C 3.99 1.27 1.96
C 3.28 -0.11 2.10
C 2.20 0.07 3.07
C 1.74 1.50 2.88
C 2.69 3.52 1.51
C 1.58 4.39 2.00
C 1.58 5.68 1.13
H 6.39 5.98 4.91
H 7.34 5.27 3.69
H 7.81 5.06 5.36
H 5.55 3.68 5.61
H 6.73 2.88 4.63
H 5.56 3.55 2.65
H 4.55 4.65 3.48
H 2.90 3.45 4.31
H 3.87 1.95 4.34
H 4.16 1.40 0.89
H 4.83 1.22 2.66
H 2.89 -0.33 1.10
H 3.87 -0.95 2.45
H 1.47 -0.70 2.83
H 2.53 -0.13 4.09
H 1.17 1.66 1.97
H 1.24 2.06 3.67
H 2.43 2.95 0.62
H 3.61 4.07 1.30
H 1.68 4.68 3.05
H 0.54 4.07 2.07
H 1.55 5.46 0.06
H 2.54 6.19 1.19
H 0.86 6.40 1.51
C 7.76 -0.94 -3.09
C 6.34 -0.34 -2.76
O 6.03 0.30 -1.76
N 5.31 -0.56 -3.88
H 5.68 -0.09 -4.69
H 5.27 -1.49 -4.27
C 3.86 -0.12 -3.57
H 8.27 -0.96 -2.13
H 8.12 -0.37 -3.94
H 7.65 -1.99 -3.39
H 3.88 0.96 -3.47
H 3.53 -0.51 -2.61
H 3.27 -0.43 -4.43
C -0.79 3.20 -4.24
C -2.21 3.36 -4.75
O -3.00 2.50 -4.43
N -2.61 4.66 -5.55
H -2.74 5.35 -4.81
H -1.80 4.96 -6.07
C -3.85 4.55 -6.37
H -0.68 3.59 -3.23
H -0.18 3.83 -4.89
H -0.58 2.13 -4.28
H -4.15 5.57 -6.64
H -4.64 4.14 -5.74
H -3.66 3.88 -7.20
C -3.39 4.52 1.39
C -3.81 3.26 2.22
N -3.44 1.84 1.62
C -1.87 2.04 1.49
C -3.84 0.78 2.67
C -3.16 0.74 4.03
C -4.07 1.54 0.21
C -5.63 1.38 0.35
O -6.00 1.58 -1.00
C -7.38 1.59 -1.36
H -3.92 5.34 1.87
H -3.59 4.46 0.32
H -2.31 4.61 1.53
H -4.90 3.28 2.31
H -3.49 3.36 3.26
H -1.52 2.66 0.66
H -1.53 1.00 1.41
H -1.48 2.42 2.43
H -3.79 -0.19 2.19
H -4.91 1.00 2.68
H -2.11 0.68 3.74
H -3.28 -0.14 4.67
H -3.39 1.68 4.54
H -3.78 0.57 -0.18
H -3.79 2.37 -0.43
H -6.10 2.19 0.91
H -5.82 0.34 0.64
H -7.76 2.59 -1.58
H -7.94 1.05 -0.60
H -7.49 1.00 -2.27
C -0.70 -3.82 6.89
C -0.11 -4.58 5.67
N -0.13 -3.93 4.31
C 0.76 -2.68 4.46
C 0.39 -4.85 3.23
C 1.65 -5.66 3.43
C -1.61 -3.61 3.95
C -1.94 -2.90 2.56
O -1.00 -1.85 2.41
C -0.83 -1.51 1.07
H -0.55 -4.43 7.79
H -1.78 -3.67 6.86
H -0.32 -2.81 6.97
H -0.71 -5.47 5.50
H 0.90 -4.96 5.74
H 0.17 -1.82 4.76
H 1.11 -2.54 3.43
H 1.63 -2.79 5.11
H 0.25 -4.37 2.26
H -0.42 -5.57 3.14
H 2.43 -4.98 3.78
H 2.07 -6.36 2.71
H 1.54 -6.35 4.27
H -1.82 -2.92 4.76
H -2.22 -4.49 4.19
H -2.99 -2.60 2.53
H -1.91 -3.71 1.83
H -0.37 -2.27 0.43
H -0.22 -0.63 1.24
H -1.80 -1.30 0.61

---

No. 2
21
Properties=species:S:1:pos:R:3 method="wB97M-V/def2-TZVPD" homo_lumo_gap_ev=7.8 total_charge=0 de_lowest_kcal_mol=11.5 e_tot_ev=-14938.6510
N -2.50 0.57 -0.01
C -1.36 0.80 0.71
C -0.60 -0.16 1.31
N -1.00 -1.48 1.37
O 0.29 0.24 2.27
H -2.71 1.27 -0.71
H -2.54 -0.39 -0.34
H -1.12 1.85 0.85
H -2.01 -1.54 1.55
H -0.49 -1.99 2.09
H 1.16 -0.03 1.90
C 1.21 1.63 -1.60
O 0.77 0.27 -1.53
C 1.34 -0.51 -0.53
N 1.32 -1.82 -0.94
O 2.12 -0.11 0.34
H 2.12 1.85 -1.02
H 0.39 2.27 -1.28
H 1.44 1.85 -2.65
H 0.58 -2.09 -1.56
H 1.59 -2.49 -0.23

---

No. 3
7
Properties=species:S:1:pos:R:3 method="wB97M-V/def2-TZVPD" homo_lumo_gap_ev=9.7 total_charge=0 de_lowest_kcal_mol=40.8 smiles="O=C([SiH3])Cl" e_tot_ev=-23531.6457
O 2.76 -1.69 -0.35
C 1.91 -0.96 -0.64
Si 0.26 -0.01 -0.23
Cl 2.26 0.16 -2.45
H -0.86 0.46 -1.07
H 0.68 1.35 0.07
H -0.29 -0.95 0.79

---

No. 4
16
Properties=species:S:1:pos:R:3 method="wB97M-V/def2-TZVPD" homo_lumo_gap_ev=9.8 total_charge=0 de_lowest_kcal_mol=75.1 smiles="C=C(C)O.NN" e_tot_ev=-8298.2455
C 1.39 1.40 -0.35
C 1.08 0.36 -1.05
C 2.01 -0.31 -2.08
O -0.19 -0.08 -1.14
H 0.60 1.65 0.36
H 2.42 1.74 -0.01
H 1.91 -1.37 -1.92
H 1.91 -0.12 -3.21
H 2.92 0.14 -1.85
H -0.76 0.55 -0.69
N -2.02 -0.32 2.38
N -2.14 -0.83 1.06
H -2.38 -0.97 3.04
H -1.05 0.02 2.60
H -1.60 -1.77 0.83
H -3.12 -1.04 0.96